Formula: H24NO10
Source: OMol25
Level of theory: ωB97M-V/def2-TZVPD

XYZ file:
```
35
H24NO10 ωB97M-V/def2-TZVPD
N -0.238 0.331 -0.302
H -0.876 0.351 0.448
H 0.549 0.499 0.232
H -0.306 1.205 -0.803
H -0.079 -0.512 -0.963
O 0.658 2.100 2.608
H 1.076 1.845 3.413
H 1.437 2.546 2.366
O -1.517 -1.127 -2.840
H -1.951 -0.936 -3.809
H -0.692 -1.223 -3.169
O 1.581 0.510 -2.684
H 1.723 1.360 -2.224
H 1.147 0.816 -3.525
O -3.103 1.621 -0.779
H -3.307 2.258 -1.435
H -3.802 1.047 -0.962
O 1.372 -3.450 -1.405
H 0.820 -3.034 -2.081
H 1.924 -4.108 -1.768
O -1.131 -2.638 1.769
H -1.836 -2.805 2.218
H -0.503 -1.981 2.110
O 0.585 -0.869 2.727
H 0.122 -0.144 3.002
H 1.532 -0.970 3.146
O 2.132 2.069 -0.554
H 2.251 3.051 -0.335
H 3.074 1.791 -0.752
O 2.463 -1.477 0.164
H 2.076 -2.219 -0.067
H 2.101 -1.360 1.090
O -2.966 1.406 1.983
H -3.062 2.460 2.105
H -3.255 1.587 1.075
```

For the HOMO-LUMO gap, the calculation gives 10.30 eV. The total charge is +1. As for the relative energy (zero: lowest compared OMol25 entry of this formula, charge and spin): 4.296 eV. As for the spin multiplicity: 1.

***

Formula: C23H28BF2N4O3PPd
Source: OMol25
Level of theory: ωB97M-V/def2-TZVPD

XYZ file:
```
63
C23H28BF2N4O3PPd ωB97M-V/def2-TZVPD
Pd 0.179 -0.371 -0.714
C -2.366 4.598 0.059
C -1.615 4.423 -1.095
C -1.402 3.154 -1.608
C -1.949 2.044 -0.965
C -2.680 2.219 0.212
C -2.896 3.492 0.709
N -1.675 0.731 -1.396
C -1.947 0.353 -2.603
C -2.825 1.052 -3.530
C -3.233 0.452 -4.660
C -2.785 -0.867 -5.028
C -1.916 -1.539 -4.254
C -1.400 -0.934 -3.054
N -0.397 -1.468 -2.369
N -0.086 -2.710 -2.656
C 1.067 -3.204 -2.134
C 1.209 -4.607 -2.204
C 2.302 -5.218 -1.661
C 3.293 -4.443 -1.041
C 3.135 -3.086 -1.033
N 2.061 -2.470 -1.580
H -2.531 5.592 0.455
H -1.184 5.280 -1.596
H -0.795 3.010 -2.493
H -3.067 1.345 0.718
H -3.476 3.623 1.615
H -3.205 2.025 -3.257
H -3.935 0.964 -5.307
H -3.145 -1.309 -5.947
H -1.549 -2.516 -4.525
H 0.412 -5.156 -2.680
H 2.393 -6.295 -1.705
H 4.169 -4.887 -0.595
H 3.861 -2.416 -0.599
F 3.070 -0.395 -0.809
B 2.034 -0.862 -1.588
F 2.121 -0.418 -2.883
C -0.878 2.564 4.004
C -0.902 1.056 4.123
O 0.241 0.462 3.487
P 0.022 -0.080 1.950
O 1.154 -1.257 1.932
C 0.866 -2.479 2.624
C 1.684 -2.582 3.895
O 0.860 1.004 1.057
C 2.220 1.431 1.352
C 2.196 2.744 2.096
H -1.749 3.001 4.494
H -0.888 2.865 2.955
H 0.017 2.975 4.472
H -1.815 0.650 3.675
H -0.867 0.734 5.165
H 1.109 -3.288 1.932
H -0.208 -2.543 2.839
H 2.747 -2.533 3.665
H 1.487 -3.534 4.391
H 1.439 -1.773 4.578
H 2.705 1.522 0.383
H 2.722 0.639 1.907
H 1.579 3.468 1.562
H 3.207 3.147 2.166
H 1.803 2.623 3.103
```

For the HOMO-LUMO gap, the calculation gives 5.88 eV. As for the relative energy (zero: lowest compared OMol25 entry of this formula, charge and spin): 1.045 eV. As for the spin multiplicity: 1.

***

Formula: C25H30N4O2
Source: OMol25
Level of theory: ωB97M-V/def2-TZVPD

XYZ file:
```
61
C25H30N4O2 ωB97M-V/def2-TZVPD
C 1.089 2.425 6.172
C 2.438 1.737 6.390
N 3.150 1.473 5.159
C 3.949 2.544 4.578
C 3.261 3.205 3.387
C 3.115 0.306 4.470
O 3.763 0.131 3.461
C 2.213 -0.804 5.035
O 2.099 -1.878 4.141
C 1.483 -1.668 2.942
C 0.857 -0.489 2.555
C 0.222 -0.412 1.329
C 0.186 -1.504 0.468
C -0.467 -1.427 -0.840
N 0.131 -2.043 -1.830
N -0.248 -1.897 -3.074
C -1.252 -1.098 -3.396
N -1.459 -0.860 -4.723
C -0.717 -1.638 -5.694
C -1.594 -1.846 -6.928
C -2.021 -0.501 -7.512
C -2.713 0.330 -6.434
C -1.790 0.458 -5.224
C -2.156 -0.620 -2.384
C -3.464 -0.174 -2.637
C -4.290 0.180 -1.600
C -3.855 0.063 -0.276
C -2.609 -0.436 0.001
C -1.731 -0.778 -1.042
C 0.842 -2.675 0.851
C 1.473 -2.759 2.070
H 0.575 2.533 7.123
H 1.227 3.413 5.742
H 0.460 1.843 5.503
H 2.293 0.801 6.931
H 3.070 2.379 7.011
H 4.892 2.106 4.239
H 4.157 3.278 5.359
H 3.089 2.463 2.612
H 3.899 3.986 2.984
H 2.309 3.645 3.673
H 2.684 -1.231 5.927
H 1.222 -0.414 5.302
H 0.876 0.388 3.185
H -0.225 0.526 1.029
H -0.450 -2.588 -5.234
H 0.210 -1.121 -5.975
H -1.043 -2.424 -7.671
H -2.480 -2.415 -6.642
H -2.691 -0.653 -8.360
H -1.139 0.035 -7.871
H -2.960 1.322 -6.815
H -3.640 -0.163 -6.134
H -2.243 1.060 -4.438
H -0.863 0.963 -5.541
H -3.838 -0.157 -3.649
H -5.293 0.525 -1.803
H -4.523 0.333 0.529
H -2.301 -0.604 1.021
H 0.843 -3.512 0.171
H 1.978 -3.661 2.377
```

For the HOMO-LUMO gap, the calculation gives 7.82 eV. Its SMILES is CCN(CC)C(=O)COc1ccc(-c2nnc(N3CCCCC3)c3ccccc23)cc1. As for the relative energy (zero: lowest compared OMol25 entry of this formula, charge and spin): 2.458 eV. As for the spin multiplicity: 1.